{"formula": "C3H7NO", "method": "the ωB97M-V functional and the def2-TZVPD basis", "homo_ev": -9.82, "homo_lumo_gap_ev": 10.9, "max_force_ha_per_bohr": 0.096, "total_charge": 0, "de_lowest_kcal_mol": 97.9, "molar_mass_g_mol": 73.09, "symbols": ["O", "C", "C", "C", "N", "H", "H", "H", "H", "H", "H", "H"], "positions_angstrom": [[-0.188, 1.383, -1.724], [-0.191, 1.165, -0.337], [0.600, -0.010, 0.121], [-0.031, -1.010, 1.011], [0.166, -1.292, -0.410], [-1.129, 1.056, -1.358], [-1.349, 0.845, -0.111], [-0.061, 2.078, 0.240], [1.665, 0.177, 0.237], [-1.076, -0.896, 1.300], [0.596, -1.493, 1.754], [0.956, -1.911, -0.564]]}

***

{"formula": "C3H7NO", "method": "the ωB97M-V functional and the def2-TZVPD basis", "homo_ev": -9.40, "homo_lumo_gap_ev": 10.5, "smiles": "CCNC=O", "max_force_ha_per_bohr": 0.070, "total_charge": 0, "de_lowest_kcal_mol": 34.6, "molar_mass_g_mol": 73.09, "symbols": ["C", "N", "C", "C", "O", "H", "H", "H", "H", "H", "H", "H"], "positions_angstrom": [[-0.194, -0.299, -1.393], [-0.135, -0.726, -0.004], [0.937, -0.224, 0.846], [0.434, 0.845, 1.858], [-1.184, 0.278, -1.742], [0.650, -0.721, -1.954], [-1.102, -0.778, 0.350], [1.793, 0.266, 0.373], [1.398, -1.107, 1.306], [1.107, 1.280, 2.603], [-0.271, 0.409, 2.589], [-0.158, 1.629, 1.436]]}

***

{"formula": "C3H7NO", "method": "the ωB97M-V functional and the def2-TZVPD basis", "homo_ev": -7.04, "homo_lumo_gap_ev": 7.4, "max_force_ha_per_bohr": 0.012, "total_charge": 0, "de_lowest_kcal_mol": 94.0, "molar_mass_g_mol": 73.09, "symbols": ["C", "N", "C", "O", "C", "H", "H", "H", "H", "H", "H", "H"], "positions_angstrom": [[-2.045, 0.382, -0.135], [-0.705, -0.229, 0.537], [0.543, -0.115, -0.230], [0.538, -0.436, -1.382], [1.753, 0.367, 0.530], [-0.929, -1.217, 0.613], [-1.987, -0.143, -1.108], [-2.773, -0.239, 0.437], [-0.602, 0.177, 1.467], [1.792, 1.461, 0.516], [2.647, -0.013, 0.032], [1.752, 0.038, 1.574]]}

***

{"formula": "C3H7NO", "method": "the ωB97M-V functional and the def2-TZVPD basis", "homo_ev": -9.72, "homo_lumo_gap_ev": 10.7, "smiles": "CC=O.C=N", "max_force_ha_per_bohr": 0.052, "total_charge": 0, "de_lowest_kcal_mol": 55.8, "molar_mass_g_mol": 73.09, "symbols": ["C", "N", "H", "H", "H", "O", "C", "C", "H", "H", "H", "H"], "positions_angstrom": [[-1.643, 2.222, -0.092], [-1.142, 1.768, 0.986], [-0.995, 2.343, -0.954], [-2.642, 2.661, -0.096], [-1.933, 1.586, 1.608], [0.917, -3.348, -0.367], [1.317, -2.307, 0.089], [1.084, -0.942, -0.470], [1.644, -2.309, 1.150], [1.033, -0.849, -1.556], [2.053, -0.435, -0.322], [0.306, -0.390, 0.023]]}

***

{"formula": "C3H7NO", "method": "the ωB97M-V functional and the def2-TZVPD basis", "homo_ev": -8.17, "homo_lumo_gap_ev": 9.0, "max_force_ha_per_bohr": 0.010, "total_charge": 0, "de_lowest_kcal_mol": 73.8, "molar_mass_g_mol": 73.09, "symbols": ["C", "O", "C", "N", "C", "H", "H", "H", "H", "H", "H", "H"], "positions_angstrom": [[1.482, 0.780, 0.298], [0.840, 1.274, -0.876], [-0.296, 0.855, -1.421], [-1.016, -0.126, -0.833], [-1.023, -0.975, 0.380], [0.858, 0.901, 1.188], [1.777, -0.266, 0.174], [2.378, 1.396, 0.403], [-1.844, -0.196, -1.402], [-1.932, -1.588, 0.363], [-0.175, -1.666, 0.422], [-1.049, -0.389, 1.303]]}

***

{"formula": "C3H7NO", "method": "the ωB97M-V functional and the def2-TZVPD basis", "homo_ev": -9.63, "homo_lumo_gap_ev": 10.6, "smiles": "CCNC=O", "max_force_ha_per_bohr": 0.037, "total_charge": 0, "de_lowest_kcal_mol": 22.5, "molar_mass_g_mol": 73.09, "symbols": ["C", "N", "C", "C", "O", "H", "H", "H", "H", "H", "H", "H"], "positions_angstrom": [[-0.098, -1.256, 1.268], [-0.774, -0.158, 0.798], [-0.545, 0.602, -0.447], [0.893, 0.573, -1.031], [-0.565, -1.945, 2.146], [0.890, -1.454, 0.864], [-1.589, 0.022, 1.334], [-0.805, 1.638, -0.261], [-1.142, 0.158, -1.247], [1.536, 1.397, -0.705], [0.806, 0.706, -2.105], [1.394, -0.283, -0.614]]}

***

{"formula": "C3H7NO2", "method": "the ωB97M-V functional and the def2-TZVPD basis", "homo_ev": -9.93, "homo_lumo_gap_ev": 10.8, "smiles": "[H]/N=C/OCCO", "max_force_ha_per_bohr": 0.009, "total_charge": 0, "de_lowest_kcal_mol": 37.0, "molar_mass_g_mol": 89.09, "symbols": ["O", "C", "C", "O", "C", "N", "H", "H", "H", "H", "H", "H", "H"], "positions_angstrom": [[-1.923, 0.186, 0.115], [-1.071, -0.801, 0.625], [0.161, -1.050, -0.255], [1.386, -0.438, 0.199], [1.400, 0.855, 0.495], [0.393, 1.628, 0.420], [-1.364, 0.986, 0.085], [-0.730, -0.578, 1.649], [-1.657, -1.724, 0.673], [0.423, -2.110, -0.282], [-0.058, -0.709, -1.273], [2.401, 1.147, 0.819], [0.630, 2.561, 0.740]]}

***

{"formula": "C3H7NO2", "method": "the ωB97M-V functional and the def2-TZVPD basis", "homo_ev": -9.84, "homo_lumo_gap_ev": 10.6, "smiles": "CNCC(=O)O", "max_force_ha_per_bohr": 0.071, "total_charge": 0, "de_lowest_kcal_mol": 32.5, "molar_mass_g_mol": 89.09, "symbols": ["O", "O", "C", "N", "C", "C", "H", "H", "H", "H", "H", "H", "H"], "positions_angstrom": [[-2.482, 0.667, -1.032], [-1.855, -1.141, 0.178], [-1.709, 0.099, -0.259], [0.681, 0.175, 0.769], [1.440, -0.700, -0.169], [-0.435, 0.912, 0.060], [-1.112, -1.305, 0.802], [1.316, 0.840, 1.180], [1.719, -0.112, -1.034], [0.947, -1.591, -0.541], [2.377, -0.959, 0.350], [-0.234, 1.232, -0.885], [-0.652, 1.884, 0.580]]}